[1]
{"formula": "C31H41F9O29SSi2", "method": "wB97M-V/def2-TZVPD", "species": ["O", "C", "H", "H", "H", "O", "O", "H", "H", "O", "C", "C", "C", "C", "H", "H", "H", "H", "H", "C", "O", "C", "Si", "H", "C", "O", "C", "C", "C", "H", "H", "O", "O", "F", "C", "H", "H", "F", "H", "C", "O", "H", "H", "H", "F", "O", "O", "H", "C", "O", "H", "H", "H", "H", "O", "F", "O", "O", "F", "C", "H", "C", "O", "C", "H", "H", "F", "O", "H", "O", "C", "O", "H", "C", "C", "O", "F", "H", "C", "H", "O", "H", "C", "O", "H", "H", "H", "C", "O", "O", "C", "C", "O", "H", "O", "C", "H", "F", "H", "O", "H", "H", "C", "H", "C", "S", "O", "C", "Si", "F", "C", "C", "O"], "coordinates": [[1.6917, -2.0701, 14.6476], [0.2390, 0.7027, -4.2657], [-2.6671, -1.8010, 5.7739], [2.1224, -1.4457, -4.1045], [-0.8177, 3.2003, -4.9501], [-1.0093, -0.4069, 9.4068], [-3.7173, -2.5823, -0.4483], [1.5539, 2.7042, 0.5147], [2.9968, 11.5170, -2.7418], [4.0910, -2.0555, -4.1381], [2.1354, 11.3500, -4.7177], [0.7081, -5.1774, -5.9364], [1.0025, 2.2730, -5.6723], [-3.6229, -3.9261, -0.9202], [1.3760, 11.8380, -5.3301], [-0.8542, -3.1324, 6.7670], [-5.0514, -5.5057, -0.5012], [1.3419, -5.7784, -5.2848], [-1.1315, -5.5351, -7.0930], [-0.7404, -0.0007, 13.5498], [0.2465, -0.2224, -3.5240], [-1.5335, -0.3534, 2.5929], [0.7673, 2.3458, -0.6826], [2.3948, 6.3819, -4.0412], [-0.6349, -5.8308, -6.1677], [-0.0709, -1.4479, 7.6411], [2.8476, -1.9217, -3.4522], [4.3958, 6.4000, -3.1635], [2.8892, 6.4593, -3.0778], [0.3256, 0.9198, 1.5625], [-2.5836, 4.6703, -2.8167], [-1.3944, -5.3692, -5.0639], [4.8666, -3.6416, -5.5468], [1.6059, 3.4807, -5.5600], [-0.6323, -2.0959, 6.5092], [1.6390, 12.6304, -3.0186], [1.2502, 0.0267, -0.9718], [-3.2826, -3.9149, -2.2308], [-0.2183, 0.9140, 13.2662], [0.7998, -1.5484, 14.0711], [4.7520, 5.8046, -1.9294], [-5.6689, -4.2135, -1.5487], [1.3748, 1.7763, -6.5699], [-2.3537, 1.5093, -0.5416], [-0.5593, -7.1822, -6.1236], [0.3354, -3.9676, -5.2604], [-0.8424, 1.1319, -4.9503], [4.7821, 5.7893, -3.9808], [-1.0396, -0.7199, 1.2133], [-4.8666, -1.6671, 1.2598], [-0.7959, -1.7719, 1.2546], [-3.2979, -1.0225, 2.1429], [-0.7951, -0.6289, 3.3339], [2.9866, -3.6508, -2.1577], [0.6333, 8.5599, -3.5485], [0.2654, -2.0804, 5.4959], [0.4742, -1.7750, 12.7773], [1.1294, 10.6224, -2.7958], [3.0323, -1.1566, -2.3526], [-0.0641, -7.9691, 0.3725], [1.2464, -4.9559, -6.8535], [2.0342, 11.6429, -3.2381], [3.1306, -4.0694, -4.1800], [-0.3349, -6.7334, 1.1997], [-1.6020, -0.4007, 5.5753], [1.6576, 2.5823, -1.8393], [4.9519, 7.6369, -3.2400], [-2.7387, -1.0210, 2.9409], [2.5519, 7.3611, -2.5740], [1.3207, 1.4840, -4.5380], [1.1747, 9.6043, -3.6851], [-2.1901, -0.7710, 7.5295], [-0.4503, 0.1739, -1.1799], [2.5219, -3.3506, -3.0980], [-4.6951, -2.5578, 0.4890], [-0.0413, -0.6223, 14.6164], [0.7290, -5.9025, 1.2464], [-1.6811, 0.7254, 2.6380], [0.3738, 0.5179, -0.5742], [-0.9877, 2.4515, -6.5549], [-3.1284, -6.9521, -0.6966], [-2.8554, -4.4419, -0.3563], [4.1118, -3.2905, -4.7050], [-1.4099, -3.3988, -3.9551], [0.2830, -8.8142, 0.9593], [-2.8895, 3.7355, 0.1047], [-0.6757, -6.9321, 2.2164], [-2.0633, -7.0878, -0.1939], [-5.4391, -3.6800, 0.4429], [3.7529, 4.1992, -0.6887], [-0.8814, -4.1634, -4.6836], [-1.8459, -1.2463, 6.2172], [-0.5366, 3.4070, -0.7628], [0.6478, -7.7642, -0.4274], [2.5971, 5.3201, -2.2599], [-0.7456, -1.0728, 12.4874], [1.0825, -0.5813, 1.1359], [-1.9905, 0.3208, 13.9662], [-1.5913, -1.7506, 12.6142], [-1.3548, -8.2363, -0.1929], [1.4543, -3.5416, -3.0528], [-1.8286, -0.5258, 0.4998], [3.7018, 5.0237, -1.5339], [-0.7408, -0.6828, 11.4723], [0.2441, 0.0578, 0.9090], [-2.8632, 3.3635, -2.8218], [-1.3845, -6.1108, 0.4713], [-0.5040, 2.3708, -5.5855], [-2.1133, 2.9215, -0.8497], [3.3572, 11.6445, -5.2169], [-5.0186, -4.4428, -0.7035], [-1.0859, -0.8289, 8.2996], [1.9360, 9.9459, -4.7620]], "fmax_ev_per_a": 1.3, "de_lowest_kcal_mol": 10.1, "lumo_ev": 0.06}

[2]
{"formula": "C31H42AlN3O3SeTe", "method": "wB97M-V/def2-TZVPD", "species": ["H", "H", "H", "H", "O", "H", "C", "C", "H", "C", "N", "H", "H", "C", "C", "H", "H", "H", "H", "C", "C", "H", "C", "N", "O", "H", "C", "C", "H", "C", "Al", "C", "C", "C", "C", "H", "H", "C", "C", "H", "H", "C", "H", "Te", "C", "H", "C", "C", "H", "H", "C", "H", "C", "C", "H", "H", "C", "H", "H", "C", "H", "H", "H", "H", "H", "H", "C", "Se", "H", "N", "C", "C", "H", "H", "H", "C", "H", "H", "H", "H", "C", "O"], "coordinates": [[-1.3504, -2.2643, -1.9984], [1.4227, -4.9238, -0.0499], [-2.2320, 1.2448, -3.8794], [0.9170, 6.1135, -3.0637], [-1.4619, 0.8391, -1.9323], [3.0343, 2.8017, -3.7445], [3.2786, 1.7957, -3.4210], [0.2450, 5.2525, -3.0155], [-5.2734, -4.8084, 1.9364], [-2.1717, -2.4476, 2.1513], [-0.1106, 3.0177, -2.3675], [4.9641, 3.5454, 2.3798], [-1.3620, -0.2188, 3.4007], [0.6434, 4.1037, -2.4297], [2.1984, 2.5359, 0.5737], [-0.9472, 3.9942, 2.7851], [2.1667, -2.6041, 3.9463], [-2.6860, 4.0357, -4.0816], [2.5998, -0.4155, 1.8771], [-4.4122, -4.1068, 2.0048], [-0.4057, -5.4422, -1.0067], [-2.8158, -2.0395, 4.1715], [-0.7682, -1.8144, 0.5781], [-1.5772, -2.7257, 0.0237], [1.9038, 2.0448, -0.6523], [-4.8657, -3.3053, 3.9304], [0.5187, -1.2763, 3.8432], [-3.5434, -4.1056, 0.9629], [0.9645, 3.8423, 3.4972], [0.7320, 1.1491, -5.2815], [0.2650, 1.4280, -1.1327], [-1.2873, 2.9296, -3.0346], [-1.0409, 5.2119, -3.6518], [-2.4786, -3.1831, 1.0139], [3.5099, 2.6457, 1.0075], [1.6169, 4.0786, -1.9186], [0.0062, -6.2188, -1.6685], [2.8423, -1.0833, 2.6757], [3.9228, 3.3316, 2.1709], [-1.3375, 6.0790, -4.2750], [-1.0731, 2.3326, 3.1563], [-1.1931, 3.0288, 2.3331], [1.3110, 1.9680, -5.6285], [1.6759, 0.3888, -3.4506], [-4.1910, -3.3251, 3.1388], [-1.4236, -5.8298, -0.6853], [2.9143, 3.7356, 3.0658], [-2.1111, 1.7464, -2.9013], [3.2242, -0.3694, 3.3682], [-2.2429, 3.1141, 1.9556], [1.6228, 3.5639, 2.7269], [-3.6702, -4.7939, 0.1500], [1.1670, 2.9763, 1.4899], [-1.5489, -3.1148, -1.3719], [0.0771, 0.0057, 2.2242], [0.7931, -0.4388, 4.5655], [-0.5359, -4.1556, -1.8503], [3.2097, 4.0753, 4.0726], [4.2621, 2.3148, 0.3281], [-0.1883, 2.6702, 1.2693], [1.3938, -2.5835, 2.3907], [-0.2795, 1.4824, -5.0113], [-0.8951, -4.3918, -2.8722], [3.5741, 1.8106, -2.3151], [3.6712, -1.6185, 2.3501], [0.6210, 0.3912, -6.1230], [-0.5023, -0.6655, 2.8557], [0.6766, -1.0260, -0.4251], [-0.0103, -1.9697, 4.5045], [-1.0622, -1.7048, 1.8890], [1.7661, -1.9683, 3.1997], [-3.0188, -2.5215, 3.2794], [-3.1026, 1.9506, -2.5975], [0.6039, -6.3191, 0.6453], [-1.3551, -0.0698, -2.3082], [0.4933, -5.3773, 0.2092], [0.0482, -4.7736, 1.0531], [4.1125, 1.4695, -4.0347], [0.4557, -3.6957, -1.8675], [-2.5263, -3.4693, -1.6380], [-1.7148, 4.0637, -3.7152], [-0.6533, 2.0566, 0.2500]], "fmax_ev_per_a": 4.2, "de_lowest_kcal_mol": 21.3, "charge": 2, "lumo_ev": -5.95}

Energy for every record listed, in sequence, given in eV: -143240.9767; -122668.5685.
Gap between HOMO and LUMO for every record listed, in sequence, given in eV: 9.801; 7.424.